149
Properties=species:S:1:pos:R:3:forces:R:3:mulliken_charge:R:1 method="wB97M-V/def2-TZVPD" charge=-1 e_tot_ha=-7072.05877 lumo_ev=1.5
C -12.2751 -2.1701 2.7594 -0.0455 -0.1192 0.0478 -0.41
C 7.8413 4.5287 -0.8007 -0.0729 0.0022 -0.2026 -0.59
H -12.4351 1.0642 -9.2791 0.0204 0.0164 0.0021 0.43
H 3.2329 -0.9693 6.0801 -0.0805 0.0805 0.0533 0.38
H -13.8286 5.2368 -11.5332 0.0119 0.0198 0.0053 0.35
C 3.4171 1.7276 6.2738 -0.5161 -0.3669 -0.3136 -1.22
H 3.4794 1.3053 4.1502 -0.1355 -0.2213 -0.1594 -0.21
H 0.3824 0.4194 0.6612 0.1428 0.1751 -0.0124 0.44
C 5.1609 -3.9715 0.6220 -1.0788 0.4357 0.4769 -0.27
C -8.4693 1.5793 -6.3354 0.0246 0.0139 -0.0473 -0.61
H -0.9890 -1.2966 1.0336 -0.0348 0.0193 0.0974 0.41
F 9.7313 -2.1785 1.0096 0.0230 0.0137 0.0329 -0.30
H -4.2287 0.4952 1.6078 0.0363 0.1265 0.2250 0.24
C -12.8424 -4.3437 3.6118 0.0232 0.0871 -0.0362 -0.32
H 5.4485 1.7714 1.2596 0.1998 -0.1573 0.4084 0.22
H 9.8192 1.6397 -0.1873 -0.0126 0.0016 0.0136 0.45
C -10.9737 -2.3286 3.2098 0.2031 0.1835 -0.0331 -0.24
C 4.5055 0.7325 6.6701 -0.4209 0.1877 0.1992 -0.85
H 3.8236 2.7399 6.3079 0.1291 0.0477 0.1190 0.34
H -0.8409 1.2923 -0.2049 -0.1423 0.1109 0.0084 0.48
C -12.2213 4.1745 -10.6024 0.1215 0.1437 -0.0307 -0.51
F -10.5880 2.8472 -9.5545 0.0303 0.0080 -0.0210 -0.31
H 6.7260 -1.2797 3.3906 0.4040 -0.2428 0.0544 0.30
C 2.0525 2.8817 4.5709 0.2340 -0.2775 -0.4046 -1.14
H 5.4208 1.0154 6.1514 0.1187 -0.0909 -0.0372 0.46
H 2.6098 1.6873 7.0129 0.0270 0.1219 0.1312 0.34
C 9.1741 -4.2852 -1.8691 0.2417 -0.0425 -0.2145 -0.29
H -11.4869 4.9561 -10.7433 0.0178 -0.0244 0.0062 0.41
O 4.0637 -2.0542 1.3705 -0.3222 -0.6966 0.7398 -0.45
C 9.9621 -2.8792 -0.1185 0.0380 -0.1145 -0.2149 0.05
H 1.1380 0.9018 2.6243 0.2443 0.0920 0.0830 0.15
P 5.0154 -4.7643 -1.0098 1.2576 -0.1937 -0.1723 0.26
C 7.5550 3.3945 -0.0549 -0.0054 -0.0008 0.1281 -0.16
H 14.3457 1.3627 -2.1555 0.0157 0.0192 0.0032 0.37
H 7.4573 4.6554 -1.8044 0.0197 0.0088 0.0024 0.43
O 6.0920 -2.9487 0.6923 0.0698 -0.1066 -0.2814 -0.35
F -6.5641 -0.2326 2.0396 -0.0951 -0.0347 0.1007 -0.37
C 11.8539 2.2811 -0.0893 0.0257 -0.1611 -0.1241 0.35
H -14.2268 -3.0469 2.6107 -0.0016 -0.0040 0.0005 0.37
C 13.1281 2.2203 -0.6171 0.1383 0.1143 0.0698 -0.54
P 6.1227 -0.2511 0.7848 1.2397 0.4629 0.0272 -0.10
H -7.6197 0.3175 -0.2472 0.0242 -0.0006 0.0281 0.53
C -12.7591 1.9730 -9.7692 0.0473 -0.1540 0.0917 -0.44
C 12.3063 0.7122 -2.3027 0.0325 -0.0154 -0.0437 -0.57
H -6.7999 1.2816 -5.0204 0.0071 0.0048 0.0244 0.39
C -11.8598 2.9989 -9.9772 -0.1825 0.0131 -0.0549 0.49
H -3.0574 -1.5403 -0.1491 0.0118 -0.0461 0.2290 0.39
H 4.6673 0.8981 7.7377 0.3208 0.1206 -0.0017 0.28
H -8.9359 -3.6996 -0.9905 -0.0018 -0.0006 -0.0002 0.41
H -8.7478 -1.3469 -1.7154 -0.0368 0.0104 0.0067 0.25
C -7.7065 -0.7205 0.0475 0.0018 0.1756 -0.0892 -0.34
C -9.8488 1.5074 -6.4753 0.0758 -0.0337 0.0874 0.01
C -14.4538 3.3074 -10.8349 -0.0501 0.0156 -0.0219 -0.53
Br 4.7262 -0.0592 -1.0180 -0.2262 0.0067 0.1858 -0.43
C 0.3913 1.6007 2.9976 -0.5888 0.1232 -0.2242 -0.17
C 11.0331 0.7896 -1.7538 0.0866 0.0198 -0.0293 -0.66
H 5.3075 -4.6437 1.4737 0.0101 -0.5899 -0.4056 0.57
H -11.7127 1.0148 -5.5028 0.0029 0.0053 0.0312 0.42
H -2.1106 -0.3020 1.9115 -0.1554 0.1087 0.0210 0.41
F -10.7844 0.3353 -3.1885 -0.0102 -0.0153 0.0228 -0.30
H 4.0696 -2.5275 4.1352 -0.0779 -0.0530 0.0363 0.19
H 6.9417 2.6107 -0.4850 0.0367 -0.0296 -0.0198 0.32
C 3.7485 -3.2890 0.8887 1.3606 1.3220 -0.0814 -0.27
H -3.1711 1.3076 -1.1106 0.0916 -0.0632 -0.1143 0.36
C -8.6556 0.8131 -4.0634 0.1070 -0.0463 0.1833 -0.23
H 3.9956 -5.7201 -0.8132 -0.2262 0.2633 0.0429 0.04
C -14.0674 2.1351 -10.2006 0.0148 0.0916 -0.0361 -0.31
C 11.2383 -2.8790 -0.6493 0.1430 0.0876 0.0807 -0.54
C 13.3515 1.4264 -1.7331 -0.1096 -0.0397 -0.0129 -0.39
C -8.3360 -1.6536 -0.7632 0.0015 -0.0814 0.0607 -0.06
H -15.4741 3.4295 -11.1725 -0.0026 -0.0031 0.0012 0.36
H 4.4699 -3.7598 -1.8345 -0.3090 0.0199 0.2647 0.04
H 3.1420 -3.0831 0.0020 -0.4578 -0.8359 0.1108 0.53
C -10.0237 0.7454 -4.2250 0.0923 0.0570 -0.1443 0.41
C 8.6380 5.5060 -0.2423 -0.0206 -0.1504 0.0915 0.39
H -8.2119 0.5446 -3.1137 -0.0081 -0.0033 -0.0039 0.34
C -7.1811 -1.1352 1.2553 -0.0760 -0.1184 -0.1554 0.46
F 8.9266 6.6114 -0.9670 0.0072 0.0215 -0.0102 -0.35
C -0.6733 1.8447 1.8962 0.6440 -0.0659 -0.0391 -0.76
H -13.5702 -5.1275 3.7732 0.0086 -0.0222 0.0004 0.35
C 4.2285 -0.7723 6.4819 0.5774 -0.0501 -0.4207 -0.70
C 5.2847 -1.4419 5.5586 -0.8788 -0.3316 0.4081 -0.92
H 7.8257 2.3697 1.8084 -0.0118 -0.0211 -0.0133 0.51
H 1.3030 3.5284 2.6349 0.0918 -0.1510 -0.1466 0.47
C 8.0561 3.2575 1.2345 -0.0496 -0.0381 0.0524 -0.43
H 1.6806 3.3079 5.5036 -0.1827 0.0062 0.0257 0.45
O 5.6291 0.9946 1.8159 -0.6526 -0.1490 -0.5700 -0.32
C 5.9805 -2.0573 3.2024 -0.6848 0.3623 -0.2817 -1.21
H -12.5575 -1.2596 2.2485 0.0189 0.0186 0.0013 0.37
C 8.9237 -3.5733 -0.7085 -0.2194 0.0353 0.1741 0.17
H 10.2169 0.2311 -2.1919 -0.0202 -0.0312 0.0395 0.44
H -10.2319 -1.5539 3.0649 0.0375 -0.0439 -0.0081 0.44
C -13.5300 4.3238 -11.0364 -0.0339 -0.1037 0.0394 -0.29
H 0.1129 3.4685 3.8998 -0.0236 0.1827 -0.1362 0.08
H -3.5579 2.0811 1.0709 0.2278 -0.1147 0.2764 0.27
H 13.9280 2.7860 -0.1574 -0.0208 -0.0016 0.0222 0.42
C 10.4504 -4.3052 -2.4214 0.0239 0.0470 0.0226 -0.60
H 8.3589 -4.8198 -2.3351 -0.0401 -0.0253 0.0644 0.48
C 11.4809 -3.6035 -1.8090 -0.1043 -0.0300 -0.0206 -0.41
H 6.4050 -3.0388 3.4260 0.1789 -0.0020 0.0896 0.25
H 4.2943 -1.2554 7.4555 -0.2048 -0.0249 0.1006 0.46
F 11.6373 3.0392 1.0062 0.0646 0.0168 -0.0101 -0.28
C -8.4404 -2.9769 -0.3561 -0.0255 -0.0404 -0.0287 -0.74
H -0.5172 2.8417 1.4770 -0.0130 0.0630 0.0488 0.34
H 10.6412 -4.8650 -3.3285 -0.0023 -0.0035 0.0004 0.38
C -10.6260 -3.5003 3.8524 -0.2481 0.0467 -0.1106 0.33
C -7.8746 1.2303 -5.1310 -0.0803 0.0176 -0.0765 -0.49
C -2.5355 -0.5835 -0.2218 0.0012 0.1331 -0.0754 -1.04
H -14.7860 1.3431 -10.0397 0.0076 -0.0214 -0.0001 0.35
H 5.5519 -2.4057 6.0009 0.3689 0.0747 0.0391 0.38
H 12.0242 -2.3178 -0.1598 -0.0263 0.0146 0.0119 0.48
H 9.7748 6.1784 1.4329 -0.0051 0.0079 -0.0254 0.41
H 9.2393 4.1627 2.7810 0.0311 -0.0330 -0.0021 0.40
C -1.5850 -0.3823 0.9611 0.3683 -0.1488 -0.4035 -0.79
H 6.1515 -0.7851 5.5445 0.3011 -0.1989 -0.0717 0.32
H -4.4264 0.0963 -1.0049 0.0906 -0.1189 -0.1781 0.31
C -11.5402 -4.5139 4.0591 0.0625 -0.1713 0.0957 -0.50
B 5.5333 -1.9487 1.6544 -0.5917 0.2741 -0.6480 0.73
H -7.9925 -4.4005 1.1854 0.0216 -0.0040 0.0276 0.45
H 12.4768 -3.6172 -2.2340 0.0169 0.0220 0.0107 0.38
C 10.8003 1.5775 -0.6369 -0.1664 0.0004 0.0922 -0.01
C -0.6262 0.8213 0.7555 -0.4292 -0.4494 0.2847 -0.76
Cl 2.8475 -4.3518 2.0729 -0.3780 0.0000 -0.1405 -0.27
C 9.1496 5.3909 1.0329 0.1009 0.1546 0.1312 -0.45
C -7.9085 -3.3712 0.8639 -0.0413 0.1163 -0.1029 -0.27
H -7.8592 1.9076 -7.1661 -0.0008 0.0017 -0.0026 0.40
H -6.8417 -2.7356 2.6272 -0.0095 0.0364 0.0091 0.45
H 12.4846 0.0919 -3.1711 -0.0109 -0.0149 0.0044 0.42
H -5.1374 1.5638 0.5483 -0.0706 0.0678 0.2034 0.34
H -0.1125 1.1318 3.8461 0.1900 -0.2524 0.0442 0.14
C -4.1364 1.2054 0.7928 -0.2455 -0.1769 -0.7760 -1.10
H 2.8646 3.5346 4.2455 0.0210 0.1747 0.1576 0.28
C 4.8094 -1.7276 4.1410 0.3607 0.4669 -0.1573 0.51
H -11.2315 -5.4203 4.5628 0.0207 0.0192 0.0097 0.41
O 6.2414 -5.3384 -1.6245 -0.1382 -0.1586 0.0686 -0.65
H -10.3114 1.7835 -7.4120 -0.0071 0.0064 -0.0110 0.28
C 8.8486 4.2591 1.7773 -0.0893 0.0222 -0.1446 -0.49
F -9.3617 -3.6603 4.2880 0.0357 -0.0080 0.0064 -0.32
H -1.6508 1.8394 2.3732 -0.2231 0.1168 -0.1366 0.42
C -3.5755 0.5217 -0.4706 -0.0280 0.3061 0.3996 -0.19
H -1.8968 -0.6671 -1.1049 -0.0778 -0.0737 -0.1359 0.31
C -13.2114 -3.1750 2.9613 -0.0553 0.0127 -0.0259 -0.50
H 2.0242 0.7162 5.0113 -0.0749 -0.0342 -0.3565 0.52
H 4.3027 -0.8413 3.7444 -0.0524 -0.0026 0.0063 -0.26
H 7.9323 -3.5567 -0.2714 0.1122 0.0996 0.0189 0.32
C -7.2685 -2.4463 1.6761 0.0780 -0.1065 0.2276 -0.75
C 0.9644 2.9251 3.4782 -0.1589 0.0407 0.5025 -0.79
C 2.7260 1.5418 4.9027 0.4581 0.4427 0.6872 0.75
C -10.6364 1.0837 -5.4144 -0.1735 -0.0085 -0.0301 -0.62